[1]
C28H36N5O3 | ωB97M-V/def2-TZVPD

Properties
- SMILES string: CN1C(=O)[C@@H](Cc2ccccc2)N(/C=C/[C@H](c2ccc([N+](=O)[O-])cc2)[N+]23CCN(CC2)CC3)C1(C)C
- Strongest force on any atom: 8.09 eV/Å
- HOMO: -10.948 eV
- Net charge: +1
- Kohn-Sham gap: 0.26399 Ha
- Multiplicity: 1
- Total energy: -1587.5601 hartree

Each line ends with the Löwdin charge.
Cartesian coordinates (Å):
C1 -2.8689 -1.6753 -2.7722  -0.09
C2 -3.6855 -2.9044 -2.4021  -0.12
N1 -3.4365 -3.2286 -0.9401  -0.11
C3 -1.9542 -3.5471 -0.8294  -0.11
C4 -1.1484 -2.2970 -1.2010  -0.08
N2 -2.0267 -1.1286 -1.6229  -0.16
C5 -2.9035 -0.7460 -0.4893  -0.13
C6 -3.7191 -1.9653 -0.0986  -0.10
H1 -2.1668 -1.8415 -3.5997  0.15
H2 -3.5497 -0.8963 -3.0550  0.08
H3 -4.7751 -2.7061 -2.5100  0.14
H4 -3.3138 -3.7643 -2.9994  0.13
H5 -1.7877 -3.8519 0.2308  0.14
H6 -1.7474 -4.3464 -1.5706  0.13
H7 -0.5770 -1.9650 -0.3515  0.08
H8 -0.4528 -2.4809 -2.0298  0.15
H9 -2.2999 -0.3407 0.3367  0.14
H10 -3.5191 0.1113 -0.7609  0.14
H11 -4.7867 -1.7820 -0.2446  0.12
H12 -3.4948 -2.2789 0.9292  0.13
C7 4.3378 2.7754 1.9435  0.00
N3 3.4600 1.6961 1.5249  -0.04
C8 3.5734 0.4682 2.1079  -0.37
O1 4.4209 0.1183 2.9238  0.09
C9 2.4507 -0.4121 1.5285  -0.18
C10 1.5654 -1.0246 2.6296  -0.09
C11 2.2744 -2.0733 3.4517  -0.24
C12 2.3063 -1.9678 4.8439  -0.04
C13 3.0362 -2.8929 5.5913  -0.07
C14 3.6895 -3.9522 4.9500  -0.08
C15 3.6093 -4.0847 3.5584  -0.07
C16 2.8816 -3.1547 2.8085  -0.05
N4 1.7134 0.4810 0.6366  0.00
C17 0.6549 -0.0594 -0.0129  -0.04
C18 -0.3178 0.7070 -0.6779  -0.06
C19 -1.3206 0.3823 -1.6338  -0.17
C20 -2.0783 1.5791 -2.2351  -0.12
C21 -3.0755 1.4255 -3.2450  -0.01
C22 -3.5451 2.4939 -4.0160  0.04
C23 -2.9725 3.7786 -3.7976  -0.12
N5 -3.5207 4.8722 -4.5554  -0.30
O2 -3.0563 6.0344 -4.4165  0.08
O3 -4.4682 4.5769 -5.3447  0.06
C24 -1.9501 3.9727 -2.8294  0.05
C25 -1.5935 2.8790 -2.0208  -0.01
C26 2.2566 1.8846 0.6917  -0.44
C27 1.3008 2.8429 1.4132  0.01
C28 2.6980 2.4525 -0.6663  0.01
H13 5.1248 2.3548 2.5762  0.10
H14 4.7924 3.2556 1.0711  0.09
H15 3.7889 3.5313 2.5201  0.10
H16 2.9218 -1.2100 0.9189  0.16
H17 1.2120 -0.2006 3.2724  0.13
H18 0.6812 -1.4643 2.1403  0.11
H19 1.7770 -1.1404 5.3232  0.12
H20 3.0971 -2.7800 6.6743  0.11
H21 4.2587 -4.6781 5.5346  0.11
H22 4.1147 -4.9041 3.0472  0.11
H23 2.7915 -3.2529 1.7234  0.11
H24 0.7839 -1.1573 -0.0495  0.12
H25 -0.1447 1.7840 -0.7469  0.05
H26 -0.9450 -0.2616 -2.6001  0.19
H27 -3.4506 0.4832 -3.6051  0.08
H28 -4.3327 2.3681 -4.7374  0.12
H29 -1.5038 4.9557 -2.6856  0.13
H30 -0.7590 3.1256 -1.3622  0.10
H31 1.1570 2.5066 2.4494  0.10
H32 1.7262 3.8568 1.4329  0.09
H33 0.3344 2.8719 0.9008  0.07
H34 3.5692 1.8910 -1.0283  0.10
H35 1.8787 2.4003 -1.3934  0.08
H36 3.0092 3.5005 -0.5476  0.09

=====

[2]
C28H36N6O2Sb2Ti | ωB97M-V/def2-TZVPD

Properties
- Strongest force on any atom: 0.44 eV/Å
- HOMO (alpha / beta): -12.353 / -12.353 eV
- Net charge: +2
- Relative energy (zero: lowest compared OMol25 entry of this formula, charge and spin): 0.000 eV
- Kohn-Sham gap (alpha / beta): 0.21780 / 0.21782 Ha
- Multiplicity: 1
- Total energy: -2897.1208 hartree

Each line ends with the Löwdin charge.
Cartesian coordinates (Å):
Ti1 -0.3341 1.1494 -0.4532  0.65
N1 -0.6075 -1.2428 2.8762  0.10
C1 -0.9335 0.0577 2.3621  -0.38
N2 0.0366 0.3713 1.2957  -0.05
C2 1.3440 0.2551 1.7083  -0.31
N3 2.3093 0.7643 0.9685  0.10
N4 1.7715 1.2968 -0.1484  -0.15
C3 2.5343 1.9094 -0.9891  -0.05
C4 1.8600 2.4108 -2.1677  -0.26
C5 2.4996 3.0784 -3.2055  0.02
C6 1.7529 3.5190 -4.2810  -0.01
C7 0.3771 3.3057 -4.2872  -0.02
C8 -0.1949 2.6485 -3.2195  -0.12
N5 0.5238 2.1878 -2.1848  -0.01
C9 1.6631 -0.5241 2.8842  -0.10
C10 2.9736 -0.6113 3.3824  -0.01
C11 3.2815 -1.5282 4.3566  -0.06
C12 2.2852 -2.3927 4.8277  -0.05
C13 0.9933 -2.3274 4.3535  -0.01
C14 0.6607 -1.3727 3.3890  -0.20
H1 -1.3476 -1.7945 3.2795  0.14
H2 -0.7772 0.8220 3.1397  0.16
H3 3.5994 2.0104 -0.8170  0.15
H4 3.5683 3.2382 -3.1544  0.13
H5 2.2305 4.0325 -5.1047  0.13
H6 -0.2409 3.6501 -5.1037  0.12
H7 -1.2651 2.4873 -3.1725  0.10
H8 3.7291 0.0467 2.9755  0.12
H9 4.2856 -1.5915 4.7508  0.11
H10 2.5299 -3.1231 5.5880  0.12
H11 0.2295 -2.9928 4.7367  0.12
C15 -2.0279 -0.4162 -3.7898  -0.37
Sb1 -2.5624 -0.0170 -1.7370  1.21
C16 -2.3625 0.1202 1.8788  -0.04
C17 -3.0760 -2.1012 -1.2921  -0.34
C18 -2.3130 -2.8886 -0.2718  -0.29
C19 -2.9434 -3.2523 0.9189  -0.06
C20 -2.3080 -4.0416 1.8632  -0.08
C21 -1.0111 -4.4793 1.6315  -0.07
C22 -0.3766 -4.1339 0.4500  -0.04
C23 -1.0126 -3.3516 -0.5132  -0.29
C24 -0.3056 -3.0361 -1.7954  -0.28
Sb2 0.7707 -1.1888 -1.6052  1.41
C25 1.6450 -0.8938 -3.5236  -0.26
C26 2.4244 -1.9868 -0.5356  -0.25
H12 -2.9484 -0.7232 -4.2858  0.01
H13 -1.2977 -1.2154 -3.8934  -0.02
H14 -1.6565 0.4773 -4.2873  -0.01
H15 -3.0454 -0.0322 2.7153  0.11
H16 -2.5884 1.0995 1.4520  0.07
H17 -2.5485 -0.6653 1.1467  0.03
H18 -3.0359 -2.5692 -2.2767  0.06
H19 -4.1246 -2.0427 -1.0049  0.05
H20 -3.9667 -2.9353 1.0882  0.12
H21 -2.8343 -4.3390 2.7617  0.11
H22 -0.5072 -5.1124 2.3501  0.11
H23 0.6210 -4.5088 0.2496  0.12
H24 -0.9798 -2.9722 -2.6457  0.05
H25 0.4585 -3.7812 -2.0176  0.08
H26 1.8728 -1.8591 -3.9723  0.03
H27 2.5698 -0.3313 -3.4022  0.01
H28 0.9650 -0.3423 -4.1694  0.00
H29 2.8019 -2.8423 -1.0942  0.03
H30 2.0897 -2.3105 0.4493  0.01
H31 3.2077 -1.2422 -0.4185  0.01
N6 -0.8791 5.9351 1.7295  0.20
C27 -1.5568 5.1379 0.6571  -0.02
C28 -0.9416 3.7355 0.7170  -0.61
O1 -1.4282 2.8862 -0.1042  -0.15
O2 -0.0280 3.5604 1.5188  0.05
H32 -0.4142 6.7717 1.3817  0.18
H33 -0.1713 5.2507 2.0989  0.15
H34 -1.5107 6.2110 2.4800  0.18
H35 -1.3731 5.5841 -0.3169  0.15
H36 -2.6291 5.1016 0.8291  0.15

=====

[3]
C28H36N6O3 | ωB97M-V/def2-TZVPD

Properties
- SMILES string: C[C@H]1COC(=O)O1.c1cc[nH]c1.c1cc[nH]c1.c1cc[nH]c1.c1cc[nH]c1.c1cc[nH]c1.c1cc[nH]c1
- Strongest force on any atom: 4.80 eV/Å
- HOMO: -7.566 eV
- Net charge: 0
- Relative energy (zero: lowest compared OMol25 entry of this formula, charge and spin): 2.650 eV
- Kohn-Sham gap: 0.28490 Ha
- Multiplicity: 1
- Total energy: -1642.6277 hartree

Each line ends with the Löwdin charge.
Cartesian coordinates (Å):
C1 1.8094 -2.1229 2.0513  -0.02
C2 0.4911 -2.0907 2.7947  -0.28
C3 0.5294 -2.1521 4.3528  -0.04
O1 -0.1511 -0.9522 4.7081  0.10
C4 -0.6778 -0.3230 3.7070  -0.51
O2 -1.5073 0.5723 3.8364  0.11
O3 -0.0959 -0.8084 2.5295  0.02
H1 2.7622 -1.7442 2.4212  0.09
H2 1.7992 -1.8184 1.0048  0.07
H3 2.0453 -3.1480 1.7657  0.08
H4 -0.2633 -2.7835 2.4219  0.12
H5 1.4612 -2.3520 4.8819  0.14
H6 -0.0683 -2.9736 4.7477  0.13
N1 2.4820 2.9080 3.3636  0.05
C5 3.3654 2.1924 4.0513  -0.17
C6 4.3234 1.6260 3.2164  -0.15
C7 4.1157 2.0830 1.9793  -0.13
C8 2.9581 2.8540 2.0613  -0.13
H7 1.7218 3.3975 3.8138  0.11
H8 3.1163 2.0401 5.0911  0.10
H9 5.0813 0.9448 3.5744  0.09
H10 4.8880 1.8824 1.2515  0.11
H11 2.4556 3.4046 1.2798  0.09
N2 0.5403 -0.0830 -0.7095  0.01
C9 1.3297 0.8398 -0.1281  -0.19
C10 1.9227 1.5862 -1.0816  -0.12
C11 1.3795 1.2218 -2.3173  -0.09
C12 0.5299 0.1263 -2.0711  -0.12
H12 -0.0531 -0.7644 -0.2582  0.13
H13 1.3539 0.7604 0.9487  0.10
H14 2.8399 2.1164 -0.8717  0.10
H15 1.6174 1.6649 -3.2730  0.08
H16 -0.0741 -0.4669 -2.7417  0.08
N3 -0.9615 2.8013 2.1596  0.02
C13 -0.9252 2.9378 0.7744  -0.12
C14 -0.3115 4.1629 0.4268  -0.08
C15 -0.0235 4.7671 1.6882  -0.12
C16 -0.2953 3.8688 2.7818  -0.13
H17 -1.1998 1.9709 2.6829  0.07
H18 -1.2372 2.0599 0.2281  0.10
H19 -0.1686 4.4877 -0.5933  0.07
H20 0.2763 5.7770 1.9262  0.08
H21 -0.2125 3.8323 3.8580  0.10
N4 -1.1163 2.6988 -4.2769  0.05
C17 -0.1226 3.6380 -4.4488  -0.19
C18 -0.1740 4.6976 -3.5762  -0.12
C19 -1.4139 4.6158 -3.0004  -0.14
C20 -1.9001 3.3633 -3.3497  -0.15
H22 -1.1215 1.7446 -4.6078  0.15
H23 0.7203 3.4074 -5.0834  0.10
H24 0.4610 5.5679 -3.5004  0.10
H25 -1.9883 5.2675 -2.3587  0.10
H26 -2.6353 2.7526 -2.8469  0.10
N5 -0.5561 -4.4435 -4.0125  0.00
C21 -0.4896 -3.3871 -4.8334  -0.17
C22 -0.8130 -3.7621 -6.0937  -0.15
C23 -0.9858 -5.0921 -6.0778  -0.12
C24 -0.7312 -5.5787 -4.7432  -0.10
H27 -0.2980 -4.4424 -3.0361  0.15
H28 -0.2677 -2.4007 -4.4537  0.10
H29 -0.8830 -3.0870 -6.9338  0.10
H30 -1.2975 -5.6548 -6.9454  0.09
H31 -0.5686 -6.5742 -4.3573  0.10
N6 -3.6405 -3.0291 2.2346  0.01
C25 -4.1862 -4.3019 1.9385  -0.13
C26 -3.4103 -4.9070 1.0092  -0.11
C27 -2.3966 -3.9481 0.5958  -0.08
C28 -2.5625 -2.7723 1.3919  -0.13
H32 -4.0057 -2.3912 2.9274  0.14
H33 -5.1449 -4.4945 2.3970  0.11
H34 -3.5536 -5.9210 0.6663  0.09
H35 -1.7277 -4.0928 -0.2396  0.07
H36 -2.1600 -1.7763 1.2803  0.10

=====

Which value of strongest force on any atom does entry 3 give? 4.80 eV/Å

=====

The highest net charge belongs to which entry? C28H36N6O2Sb2Ti

=====

Which of these has the highest total energy? C28H36N5O3